Entry 1:
ORCA calculation (ωB97M-V with the def2-TZVPD basis set) on 6 unconnected molecules or ions with the total composition C21H43ClNO10PS in a non-equilibrium geometry.

Structure (XYZ):
```
78
Properties=species:S:1:pos:R:3
C -0.9119 6.2855 -0.1433
C 0.0005 6.1762 -1.4162
C -0.6719 5.4344 -2.5963
N 0.0959 4.2769 -3.1204
C 0.2801 3.2637 -2.1488
C 1.4203 3.1868 -1.4796
C 1.6536 2.0974 -0.4827
O 2.7610 1.7940 -0.1880
C 0.4346 1.3739 0.0946
C 0.6872 0.6389 1.3871
C 1.3904 1.5044 2.4286
O 1.5222 2.6515 2.3786
Cl 2.0480 0.6586 3.8858
C -0.7240 1.3973 -0.5588
P -2.1641 0.4767 0.1104
O -2.6984 1.0760 1.5349
O -1.6254 -1.0420 0.4849
S -3.6489 0.2901 -1.0859
C -0.7677 2.2006 -1.8619
O -1.5746 2.0090 -2.7015
H -1.9468 6.0336 -0.4144
H -0.5773 5.5914 0.6418
H -0.9015 7.3107 0.2454
H 0.9825 5.7838 -1.1320
H 0.1731 7.2183 -1.7275
H -1.7188 5.1590 -2.3691
H -0.7366 6.1553 -3.4270
H -0.4862 3.8461 -3.8431
H 2.2104 3.9171 -1.6526
H 1.3729 -0.1991 1.1455
H -0.2143 0.2363 1.8636
H -2.3340 1.9591 1.7123
H -0.8903 -1.1952 -0.1382
C -1.9495 -1.1391 -5.3230
C -0.7849 -1.7240 -4.5484
O 0.3443 -0.8532 -4.6158
H -1.6746 -0.9837 -6.3677
H -2.8170 -1.7998 -5.2820
H -2.2317 -0.1648 -4.9163
H -0.4905 -2.6854 -4.9680
H -1.0513 -1.8725 -3.4968
H 0.0813 -0.0073 -4.2349
C 3.4444 -3.2850 -0.6406
C 3.1041 -2.0929 0.2308
O 1.6846 -1.9579 0.3726
H 2.9908 -3.1774 -1.6273
H 4.5240 -3.3864 -0.7586
H 3.0520 -4.2074 -0.2049
H 3.4777 -1.1721 -0.2170
H 3.5489 -2.1989 1.2247
H 1.3508 -2.7673 0.7784
C 4.5908 -1.5770 -5.9236
C 4.4367 -1.2371 -4.4529
O 3.5298 -0.1564 -4.2755
H 4.9500 -0.7094 -6.4792
H 5.2933 -2.4010 -6.0645
H 3.6283 -1.8603 -6.3565
H 5.3941 -0.9350 -4.0281
H 4.0687 -2.1042 -3.8925
H 2.6791 -0.4277 -4.6417
C -4.0142 -0.4121 4.7712
C -3.0432 -1.5691 4.6295
O -3.0277 -2.0499 3.2914
H -5.0199 -0.7228 4.4854
H -4.0380 -0.0429 5.7987
H -3.7321 0.4101 4.1099
H -3.3409 -2.3968 5.2754
H -2.0272 -1.2619 4.9072
H -2.7542 -1.3211 2.7224
C -2.6600 -4.9549 7.5107
C -1.2280 -4.4525 7.4950
O -0.7219 -4.4053 6.1647
H -2.7196 -5.9493 7.0660
H -3.0481 -5.0010 8.5299
H -3.3059 -4.3001 6.9204
H -0.5836 -5.1193 8.0670
H -1.1653 -3.4507 7.9338
H -1.2849 -3.8077 5.6595
```

Calculated values
E_HOMO: -9.001 eV
SMILES string: CCCNC1=CC(=O)C(CC(=O)Cl)=C(P(O)(O)=S)C1=O.CCO.CCO.CCO.CCO.CCO
Calculated total energy: -2832.82760 Eh
Total charge: 0
Gap between HOMO and LUMO: 0.2701 Ha
2S+1: 1
ΔE to the lowest compared entry with this formula, charge and spin: 0.00 kcal/mol

From a Mulliken analysis of the wavefunction, the atomic charges in e read: number 1, C, carries -0.998; number 2, C, carries -0.278; number 3, C, carries -0.627; number 4, N, carries -0.258; number 5, C, carries -0.888; number 6, C, carries -0.243; number 7, C, carries 0.266; number 8, O, carries -0.583; number 9, C, carries 0.551; number 10, C, carries 0.188; number 11, C, carries 0.553; number 12, O, carries -0.401; number 13, Cl, carries -0.228; number 14, C, carries 0.442; number 15, P, carries 1.179; number 16, O, carries -0.486; number 17, O, carries -0.490; number 18, S, carries -0.409; number 19, C, carries -0.519; number 20, O, carries -0.494; number 21, H, carries 0.291; number 22, H, carries 0.167; number 23, H, carries 0.333; number 24, H, carries 0.318; number 25, H, carries 0.355; number 26, H, carries 0.392; number 27, H, carries 0.349; number 28, H, carries 0.418; number 29, H, carries 0.669; number 30, H, carries -0.454; number 31, H, carries 0.306; number 32, H, carries 0.371; number 33, H, carries 0.328; number 34, C, carries -0.990; number 35, C, carries -0.136; number 36, O, carries -0.419; number 37, H, carries 0.289; number 38, H, carries 0.352; number 39, H, carries 0.235; number 40, H, carries 0.344; number 41, H, carries 0.103; number 42, H, carries 0.208; number 43, C, carries -1.168; number 44, C, carries -0.175; number 45, O, carries -0.459; number 46, H, carries 0.226; number 47, H, carries 0.372; number 48, H, carries 0.410; number 49, H, carries 0.215; number 50, H, carries 0.265; number 51, H, carries 0.238; number 52, C, carries -1.072; number 53, C, carries -0.038; number 54, O, carries -0.448; number 55, H, carries 0.257; number 56, H, carries 0.349; number 57, H, carries 0.308; number 58, H, carries 0.327; number 59, H, carries 0.081; number 60, H, carries 0.259; number 61, C, carries -1.059; number 62, C, carries 0.214; number 63, O, carries -0.557; number 64, H, carries 0.278; number 65, H, carries 0.361; number 66, H, carries 0.228; number 67, H, carries -0.036; number 68, H, carries 0.268; number 69, H, carries 0.253; number 70, C, carries -0.907; number 71, C, carries -0.226; number 72, O, carries -0.495; number 73, H, carries 0.251; number 74, H, carries 0.312; number 75, H, carries 0.263; number 76, H, carries 0.290; number 77, H, carries 0.244; number 78, H, carries 0.264


Entry 2:
ORCA calculation (ωB97M-V with the def2-TZVPD basis set) on 12 unconnected molecules or ions with the total composition C67H166Br2N10O10 in a non-equilibrium geometry.

Structure (XYZ):
```
255
Properties=species:S:1:pos:R:3
C 11.7750 -1.7321 2.4302
C 10.6826 -2.5191 3.1930
C 9.9675 -1.5674 4.1751
C 8.4531 -1.8765 4.6501
C 7.6537 -2.4024 3.4099
C 8.2868 -3.5488 2.6439
N 9.6937 -3.0995 2.1590
O 10.2682 -3.7214 1.0496
C 7.4359 -3.8596 1.3987
C 8.4256 -4.7876 3.5404
C 11.3554 -3.7090 3.9876
H 12.4622 -2.3673 1.8713
H 12.3048 -1.1489 3.1834
H 11.3178 -0.9634 1.8072
H 9.9412 -0.6030 3.6679
H 10.5695 -1.4907 5.0805
H 7.8639 -0.9846 4.8632
H 8.3527 -2.5103 5.5312
H 7.6412 -1.6151 2.6561
H 6.5959 -2.5292 3.6405
H 7.4010 -3.0335 0.6885
H 6.4319 -4.0266 1.7889
H 7.8231 -4.7455 0.8953
H 7.4979 -5.3511 3.6393
H 8.6520 -4.5923 4.5887
H 8.9922 -5.5731 3.0404
H 10.7541 -4.2349 4.7292
H 12.2251 -3.2402 4.4479
H 11.7214 -4.5391 3.3834
C -1.9336 -4.3191 8.1153
C -2.8324 -5.5302 8.4489
C -3.7900 -5.7985 7.1855
C -4.3590 -7.2156 7.0449
C -3.2068 -8.2098 7.1842
C -2.4236 -8.1608 8.5451
N -1.9764 -6.7460 8.7857
O -1.0474 -6.4875 9.7552
C -1.2059 -9.0668 8.3948
C -3.2811 -8.6404 9.6933
C -3.7138 -5.2845 9.7004
H -2.5779 -3.4633 7.9139
H -1.2287 -4.6183 7.3396
H -1.3790 -4.0496 9.0142
H -3.2617 -5.6294 6.2472
H -4.5269 -4.9967 7.2332
H -4.7163 -7.5036 6.0562
H -5.1565 -7.5287 7.7187
H -2.4341 -8.0517 6.4319
H -3.6373 -9.1940 6.9994
H -0.5173 -8.9588 9.2328
H -0.7345 -9.1120 7.4131
H -1.5838 -10.0854 8.4830
H -2.6628 -8.8797 10.5585
H -3.9452 -9.4670 9.4409
H -4.0340 -7.9472 10.0685
H -3.8769 -4.2069 9.7119
H -3.2978 -5.4770 10.6893
H -4.7294 -5.6649 9.5908
C 3.0882 -10.2165 -1.4679
C 2.5145 -10.3302 -0.0316
N 2.1347 -11.6888 0.5674
C 3.4221 -12.5776 0.7330
C 1.5306 -11.4412 1.9745
C 1.2109 -12.7410 2.8011
C 1.0560 -12.3951 -0.3116
C -0.3904 -11.8433 -0.3816
O -0.6089 -10.5761 -0.8592
C -1.8629 -10.0754 -0.4794
H 3.9622 -10.8472 -1.6305
H 3.2369 -9.1531 -1.6554
H 2.4722 -10.5739 -2.2930
H 1.6726 -9.6454 0.0702
H 3.2868 -9.9730 0.6497
H 3.1540 -13.4906 1.2647
H 4.1629 -12.0663 1.3478
H 3.8139 -12.6310 -0.2827
H 0.7653 -10.6707 1.8814
H 2.3756 -10.9206 2.4251
H 2.0468 -13.4222 2.9599
H 0.4647 -13.3336 2.2719
H 0.8051 -12.4367 3.7659
H 0.9720 -13.4406 -0.0149
H 1.4518 -12.2157 -1.3113
H -0.7612 -12.0352 0.6253
H -1.0353 -12.4785 -0.9889
H -1.9557 -9.1296 -1.0132
H -1.9735 -9.8714 0.5856
H -2.6095 -10.7643 -0.8747
C 0.8073 0.5390 2.7299
C 0.3486 0.9231 1.2808
N -0.1653 -0.2922 0.4502
C 0.9976 -1.2081 0.2530
C -1.3865 -1.0307 1.1324
C -2.0910 -2.0656 0.2440
C -0.5530 0.2160 -0.9413
C -1.7013 1.2675 -1.0529
O -2.9242 0.6769 -0.6556
C -3.8983 1.6102 -0.3145
H 1.0310 1.4291 3.3180
H 1.7030 -0.0819 2.7108
H 0.0415 -0.0630 3.2190
H 1.1020 1.5010 0.7455
H -0.5312 1.5636 1.3431
H 1.2642 -1.6608 1.2080
H 1.8312 -0.6750 -0.2042
H 0.6355 -2.0185 -0.3796
H -2.0404 -0.2237 1.4631
H -1.0621 -1.4474 2.0860
H -2.8634 -2.5891 0.8075
H -1.4656 -2.8637 -0.1561
H -2.6796 -1.6600 -0.5789
H -0.6847 -0.6697 -1.5628
H 0.4167 0.6420 -1.1985
H -1.7005 1.5377 -2.1089
H -1.4797 2.2013 -0.5362
H -4.0409 2.4170 -1.0334
H -3.6154 2.1224 0.6051
H -4.8496 1.1162 -0.1170
C 5.0769 4.5681 -5.8239
C 3.9147 3.7997 -6.4974
N 4.3589 2.9760 -7.7407
C 5.2369 1.7739 -7.2546
C 3.0063 2.3865 -8.3086
C 3.0905 1.4716 -9.5508
C 5.1142 3.8707 -8.7749
C 4.2500 5.0045 -9.5147
O 5.1387 6.1657 -9.6679
C 4.7157 7.2424 -10.4207
H 5.3708 5.3720 -6.4988
H 6.0066 4.0245 -5.6555
H 4.7792 4.8654 -4.8184
H 3.1356 4.4375 -6.9150
H 3.2925 3.1906 -5.8417
H 5.2380 1.0238 -8.0454
H 4.7302 1.3095 -6.4086
H 6.2339 2.1579 -7.0387
H 2.4015 3.2568 -8.5631
H 2.5462 1.8589 -7.4731
H 2.0819 1.0760 -9.6702
H 3.6778 0.5808 -9.3277
H 3.5137 1.8781 -10.4693
H 5.5357 3.1918 -9.5162
H 5.9485 4.2113 -8.1617
H 3.5022 5.4466 -8.8563
H 3.6570 4.7553 -10.3947
H 4.4563 6.8499 -11.4040
H 5.5155 7.9829 -10.4207
H 3.7588 7.5754 -10.0188
C -3.8942 -1.1016 -6.7250
N -4.3016 -1.2047 -8.2451
C -3.6375 -2.4332 -8.8728
C -5.8213 -1.4939 -8.3609
C -3.8003 0.1069 -8.9893
C -3.9739 1.4601 -8.3125
O -3.0036 1.7160 -7.2916
H -4.1609 -2.0373 -6.2337
H -4.4744 -0.3389 -6.2055
H -2.8324 -0.8555 -6.7128
H -2.5896 -2.2137 -9.0777
H -4.1499 -2.7161 -9.7923
H -3.6213 -3.1575 -8.0585
H -6.1527 -0.6368 -7.7746
H -5.9238 -2.4733 -7.8937
H -6.3173 -1.3450 -9.3201
H -4.4415 0.1242 -9.8706
H -2.7363 0.0027 -9.2019
H -4.9608 1.5526 -7.8592
H -3.9170 2.2860 -9.0216
H -2.6117 2.5852 -7.4028
C -11.2379 1.7141 -1.5401
N -12.1659 2.4594 -2.5197
C -13.2338 1.5010 -3.1036
C -12.8763 3.5476 -1.6910
C -11.3646 3.2113 -3.5828
C -10.5700 2.4168 -4.5787
O -9.6687 3.1872 -5.4064
H -10.6053 2.4444 -1.0356
H -10.7807 0.8638 -2.0463
H -11.9766 1.3471 -0.8276
H -13.5165 2.0845 -3.9798
H -14.0905 1.4580 -2.4310
H -12.8496 0.4844 -3.1873
H -13.6828 4.0477 -2.2273
H -12.1340 4.2214 -1.2632
H -13.3202 2.9270 -0.9126
H -10.7101 3.8679 -3.0096
H -12.1114 3.8363 -4.0725
H -11.1125 1.7073 -5.2036
H -9.9933 1.7470 -3.9408
H -9.8560 2.9585 -6.3197
C 8.8452 5.2592 1.7117
N 7.3944 5.4938 2.3405
C 6.6582 6.6802 1.6662
C 6.6559 4.1689 1.9438
C 7.6080 5.7284 3.8651
C 6.3300 5.5677 4.6802
O 5.9615 4.2221 4.7424
H 8.7567 5.2592 0.6253
H 9.1236 4.3043 2.1576
H 9.4211 6.1088 2.0786
H 7.2326 7.5469 1.9935
H 5.6729 6.7830 2.1208
H 6.6763 6.6444 0.5769
H 5.6391 4.0482 2.3175
H 7.2618 3.3253 2.2742
H 6.5435 4.1284 0.8603
H 8.0859 6.6839 4.0810
H 8.3185 5.0114 4.2765
H 5.4677 6.0519 4.2219
H 6.4794 6.0112 5.6646
H 5.4187 4.1306 5.5289
C -4.2143 8.4493 -1.8566
N -4.3399 9.7838 -2.6689
C -2.9387 10.4431 -2.7938
C -4.8347 9.5435 -4.1109
C -5.2793 10.7360 -1.8740
C -5.4171 12.1244 -2.4328
O -6.1466 12.1346 -3.6738
H -3.5837 7.8464 -2.5101
H -5.1529 7.9625 -1.5920
H -3.7001 8.6795 -0.9235
H -2.9868 11.3855 -3.3394
H -2.2868 9.7145 -3.2757
H -2.4579 10.5960 -1.8275
H -4.2483 8.7590 -4.5892
H -4.5220 10.4016 -4.7058
H -5.8958 9.2996 -4.1625
H -5.0675 10.7088 -0.8052
H -6.3052 10.3680 -1.8563
H -4.4881 12.6848 -2.5380
H -6.0024 12.7611 -1.7694
H -6.4408 13.0427 -3.7757
C -3.4086 8.0741 5.2296
N -2.0309 7.4251 5.6283
C -0.8621 8.0681 4.8025
C -1.7168 7.6733 7.0897
C -1.9791 5.8903 5.3501
C -3.1603 5.0927 5.8465
O -2.9084 3.7155 5.6923
H -4.2982 7.8536 5.8195
H -3.6949 7.8621 4.1995
H -3.2304 9.1479 5.2869
H 0.0378 7.4545 4.7600
H -0.4658 8.9738 5.2616
H -1.2539 8.3491 3.8249
H -2.3942 7.1785 7.7856
H -1.5819 8.7404 7.2663
H -0.7020 7.2790 7.1436
H -1.0510 5.4127 5.6639
H -2.0663 5.8488 4.2643
H -4.1041 5.1764 5.3076
H -3.2513 5.2349 6.9233
H -3.6467 3.2094 6.0393
Br 1.3111 6.1338 -0.7554
Br 1.7871 -6.1027 3.8561
```

Calculated values
E_HOMO: -15.772 eV
Calculated total energy: -9096.73861 Eh
Total charge: +8
Gap between HOMO and LUMO: 0.0730 Ha
2S+1: 1

Mulliken population analysis, charges in e, atoms 1 to 99: number 1, C, carries -1.650; number 2, C, carries 1.147; number 3, C, carries -0.970; number 4, C, carries -0.699; number 5, C, carries -1.335; number 6, C, carries 1.491; number 7, N, carries 0.643; number 8, O, carries -0.246; number 9, C, carries -1.801; number 10, C, carries -1.667; number 11, C, carries -1.485; number 12, H, carries 0.401; number 13, H, carries 0.458; number 14, H, carries 0.442; number 15, H, carries 0.420; number 16, H, carries 0.403; number 17, H, carries 0.419; number 18, H, carries 0.353; number 19, H, carries 0.493; number 20, H, carries 0.476; number 21, H, carries 0.427; number 22, H, carries 0.489; number 23, H, carries 0.424; number 24, H, carries 0.457; number 25, H, carries 0.306; number 26, H, carries 0.414; number 27, H, carries 0.324; number 28, H, carries 0.451; number 29, H, carries 0.410; number 30, C, carries -1.758; number 31, C, carries 1.360; number 32, C, carries -1.270; number 33, C, carries -0.642; number 34, C, carries -1.396; number 35, C, carries 1.248; number 36, N, carries 0.706; number 37, O, carries -0.239; number 38, C, carries -1.612; number 39, C, carries -1.575; number 40, C, carries -1.621; number 41, H, carries 0.399; number 42, H, carries 0.517; number 43, H, carries 0.460; number 44, H, carries 0.460; number 45, H, carries 0.482; number 46, H, carries 0.416; number 47, H, carries 0.343; number 48, H, carries 0.515; number 49, H, carries 0.500; number 50, H, carries 0.441; number 51, H, carries 0.384; number 52, H, carries 0.452; number 53, H, carries 0.415; number 54, H, carries 0.387; number 55, H, carries 0.405; number 56, H, carries 0.463; number 57, H, carries 0.327; number 58, H, carries 0.426; number 59, C, carries -1.274; number 60, C, carries -0.367; number 61, N, carries -0.039; number 62, C, carries -0.922; number 63, C, carries -0.526; number 64, C, carries -1.184; number 65, C, carries -0.835; number 66, C, carries -0.724; number 67, O, carries -0.324; number 68, C, carries -0.749; number 69, H, carries 0.357; number 70, H, carries 0.383; number 71, H, carries 0.357; number 72, H, carries 0.421; number 73, H, carries 0.469; number 74, H, carries 0.404; number 75, H, carries 0.325; number 76, H, carries 0.400; number 77, H, carries 0.481; number 78, H, carries 0.511; number 79, H, carries 0.346; number 80, H, carries 0.317; number 81, H, carries 0.381; number 82, H, carries 0.469; number 83, H, carries 0.462; number 84, H, carries 0.441; number 85, H, carries 0.522; number 86, H, carries 0.241; number 87, H, carries 0.306; number 88, H, carries 0.347; number 89, C, carries -1.245; number 90, C, carries -0.316; number 91, N, carries -0.073; number 92, C, carries -1.065; number 93, C, carries -0.443; number 94, C, carries -1.291; number 95, C, carries -0.781; number 96, C, carries -0.755; number 97, O, carries -0.197; number 98, C, carries -0.892; number 99, H, carries 0.416